{"formula": "C24H69N5O8", "method": "wB97M-V/def2-TZVPD", "homo_ev": [-10.7, -10.7], "max_force_ha_per_bohr": 0.0948, "total_charge": 1, "total_energy_ha": -1830.97439, "multiplicity": 2, "species": ["O", "H", "H", "C", "C", "C", "O", "C", "N", "H", "H", "H", "H", "H", "H", "H", "H", "H", "H", "H", "C", "C", "C", "O", "C", "N", "H", "H", "H", "H", "H", "H", "H", "H", "H", "H", "H", "C", "C", "C", "O", "C", "N", "H", "H", "H", "H", "H", "H", "H", "H", "H", "H", "H", "C", "C", "C", "O", "C", "N", "H", "H", "H", "H", "H", "H", "H", "H", "H", "H", "H", "C", "C", "C", "O", "C", "N", "H", "H", "H", "H", "H", "H", "H", "H", "H", "H", "H", "C", "C", "O", "H", "H", "H", "H", "H", "H", "C", "C", "O", "H", "H", "H", "H", "H", "H"], "positions_angstrom": [[0.03, 0.19, -1.11], [0.23, -0.74, -1.05], [-0.37, 0.41, -0.27], [-1.49, 3.14, 1.45], [-0.39, 2.20, 1.90], [0.22, 2.61, 3.21], [1.22, 1.65, 3.62], [1.64, 1.77, 4.96], [-0.79, 0.81, 1.94], [-1.68, 3.06, 0.38], [-1.16, 4.15, 1.66], [-2.42, 2.99, 2.00], [0.27, 2.05, 1.05], [-0.56, 2.82, 3.93], [0.76, 3.54, 3.04], [0.98, 1.57, 5.80], [2.08, 2.76, 5.09], [2.49, 1.11, 5.12], [-0.14, 0.30, 2.52], [-1.69, 0.75, 2.38], [3.24, -0.35, 0.05], [3.68, -1.44, 1.07], [3.13, -1.31, 2.50], [3.83, -2.15, 3.45], [3.46, -1.86, 4.76], [3.30, -2.72, 0.54], [3.46, -0.29, -1.02], [3.64, 0.62, 0.35], [2.17, -0.20, 0.18], [4.76, -1.55, 1.08], [2.06, -1.51, 2.48], [3.32, -0.29, 2.82], [3.66, -2.70, 5.43], [2.39, -1.76, 4.94], [3.99, -0.97, 5.09], [2.44, -2.59, 0.02], [3.13, -3.44, 1.22], [-4.62, 1.46, 4.48], [-5.63, 0.64, 3.58], [-5.00, -0.09, 2.47], [-4.56, 0.86, 1.54], [-3.98, 0.44, 0.27], [-6.30, -0.36, 4.44], [-5.11, 1.98, 5.31], [-4.18, 2.28, 3.91], [-3.84, 0.83, 4.90], [-6.43, 1.34, 3.33], [-5.66, -0.85, 2.05], [-4.10, -0.64, 2.74], [-3.93, 1.31, -0.39], [-4.74, -0.22, -0.15], [-3.04, -0.12, 0.29], [-7.27, -0.25, 4.16], [-6.30, 0.04, 5.37], [-0.75, -1.85, -4.12], [-0.85, -3.35, -4.00], [0.34, -4.23, -4.44], [0.09, -5.60, -4.15], [1.16, -6.50, -4.51], [-1.20, -3.78, -2.65], [-1.27, -1.41, -3.27], [-1.38, -1.54, -4.95], [0.26, -1.44, -4.21], [-1.54, -3.69, -4.77], [1.26, -3.86, -4.00], [0.47, -4.07, -5.51], [1.97, -6.50, -3.77], [1.46, -6.30, -5.54], [0.79, -7.51, -4.31], [-0.80, -4.70, -2.63], [-2.19, -3.92, -2.71], [3.31, 4.84, -1.49], [2.55, 3.64, -2.06], [3.49, 2.46, -2.52], [4.43, 2.24, -1.51], [5.54, 1.73, -2.06], [1.66, 3.13, -1.11], [4.19, 4.74, -0.86], [2.66, 5.58, -1.02], [3.70, 5.33, -2.38], [2.04, 3.97, -2.97], [3.99, 2.82, -3.42], [2.90, 1.58, -2.77], [6.16, 2.57, -2.39], [5.60, 1.08, -2.93], [6.16, 1.33, -1.26], [1.34, 2.23, -1.43], [2.18, 3.04, -0.24], [-2.52, 1.86, -2.78], [-2.23, 2.66, -4.09], [-2.41, 4.03, -3.91], [-3.30, 2.22, -2.11], [-1.64, 1.87, -2.13], [-2.87, 0.88, -3.10], [-2.74, 2.31, -4.99], [-1.17, 2.52, -4.27], [-1.79, 4.40, -3.28], [-1.89, -2.98, 0.47], [-0.39, -2.93, 0.43], [0.15, -2.46, -0.78], [-2.19, -1.95, 0.33], [-2.40, -3.46, 1.31], [-2.23, -3.45, -0.46], [0.14, -3.80, 0.80], [-0.03, -2.17, 1.13], [-0.39, -2.83, -1.48]], "mulliken_spin": [-0.002, 0.001, 0.002, 0.002, -0.011, 0.000, 0.000, 0.000, 0.005, -0.001, 0.000, 0.000, 0.016, 0.000, 0.000, 0.000, 0.000, 0.000, 0.000, 0.000, -0.001, -0.001, 0.000, 0.000, 0.000, 0.000, 0.000, 0.003, -0.001, 0.000, 0.000, 0.000, 0.000, 0.000, 0.000, 0.000, 0.000, 0.000, 0.000, 0.000, 0.000, 0.000, 0.000, 0.000, 0.000, 0.000, 0.000, 0.000, 0.000, 0.000, 0.000, 0.000, 0.000, 0.000, 0.000, 0.000, 0.000, 0.000, 0.000, 0.000, 0.000, 0.000, 0.000, 0.000, 0.000, 0.000, 0.000, 0.000, 0.000, 0.000, 0.000, 0.006, 0.026, 0.177, 0.037, 0.002, 0.721, -0.004, 0.001, -0.001, 0.044, 0.007, -0.014, 0.006, -0.002, 0.008, -0.014, -0.010, -0.004, 0.000, 0.000, 0.000, 0.004, 0.000, 0.000, 0.000, 0.000, 0.000, 0.000, 0.000, 0.000, 0.000, 0.000, 0.000, 0.000, 0.000]}